An isolated molecule of C4H9NO2, computed with ωB97M-V/def2-TZVPD.

Computed properties:
Relative energy (zero: lowest compared OMol25 entry of this formula, charge and spin), kJ/mol: 64.1
Structure (SMILES): CCNC(=O)OC

The geometry in ORCA input format:
```
! RIJCOSX wB97M-V def2-TZVPD def2/J DEFGRID3
* xyz 0 1
C 0.641 -0.714 2.272
C 1.365 -0.775 0.932
N 0.418 -0.796 -0.171
C -0.050 0.355 -0.713
O 0.298 1.483 -0.422
O -0.985 0.064 -1.654
C -1.636 1.211 -2.188
H -0.429 -0.706 2.057
H 0.830 -1.527 2.915
H 0.934 0.133 2.881
H 1.986 0.110 0.756
H 2.013 -1.655 0.874
H 0.042 -1.659 -0.562
H -2.312 0.841 -2.960
H -2.200 1.721 -1.402
H -0.916 1.914 -2.616
*
```


An isolated molecule of CH4N2S2, computed with ωB97M-V/def2-TZVPD.

Computed properties:
Relative energy (zero: lowest compared OMol25 entry of this formula, charge and spin), kJ/mol: 114.0
Structure (SMILES): S/N=C/NS

The geometry in ORCA input format:
```
! RIJCOSX wB97M-V def2-TZVPD def2/J DEFGRID3
* xyz 0 1
S -2.631 -0.494 -0.119
N -1.195 0.442 -0.059
C -0.136 -0.236 -0.068
N 1.080 0.430 -0.183
S 2.526 -0.463 -0.185
H -3.457 0.548 -0.180
H -0.042 -1.310 -0.170
H 1.050 1.421 -0.169
H 2.806 -0.340 1.133
*
```


C30H42N7PdSSi as an isolated structure, computed with ωB97M-V/def2-TZVPD.

Computed properties:
Relative energy (zero: lowest compared OMol25 entry of this formula, charge and spin), kJ/mol: 107.3

The geometry in ORCA input format:
```
! RIJCOSX wB97M-V def2-TZVPD def2/J DEFGRID3
* xyz 1 1
Pd -0.493 0.854 -0.226
N 0.218 1.747 4.383
C -0.434 1.621 3.207
N 0.090 1.141 2.131
C 1.418 0.748 2.140
N 2.039 0.412 1.039
N 1.465 0.446 -0.117
C 2.191 0.413 -1.221
C 1.641 0.841 -2.445
C 2.413 0.891 -3.626
C 1.855 1.389 -4.775
C 0.535 1.850 -4.739
C -0.168 1.768 -3.552
N 0.350 1.276 -2.434
C 2.162 0.785 3.378
C 3.486 0.357 3.468
C 4.171 0.476 4.660
C 3.547 1.015 5.776
C 2.227 1.432 5.711
C 1.535 1.322 4.516
H -0.244 2.146 5.187
H -1.467 1.944 3.187
H 3.244 0.165 -1.149
H 3.433 0.541 -3.589
H 2.425 1.425 -5.691
H 0.069 2.251 -5.623
H -1.195 2.116 -3.499
H 3.955 -0.057 2.590
H 5.199 0.153 4.725
H 4.088 1.113 6.704
H 1.738 1.848 6.578
C 0.613 -3.058 -2.072
C -0.763 -2.389 -2.120
C -1.847 -3.444 -2.351
C -0.756 -1.478 -3.350
Si -1.153 -1.461 -0.401
C -0.651 -2.572 1.187
C -1.220 -3.980 0.992
C -1.222 -2.009 2.492
C 0.864 -2.696 1.379
C -3.018 -0.768 -0.258
C -3.432 -0.123 -1.583
C -4.062 -1.806 0.146
C -2.976 0.370 0.777
H 0.846 -3.471 -3.052
H 0.649 -3.872 -1.356
H 1.387 -2.333 -1.826
H -1.590 -4.028 -3.233
H -2.811 -2.976 -2.530
H -1.945 -4.129 -1.518
H -0.783 -2.097 -4.246
H 0.157 -0.898 -3.389
H -1.607 -0.808 -3.384
H -2.276 -3.961 0.742
H -1.107 -4.546 1.916
H -0.681 -4.514 0.216
H -2.306 -2.065 2.513
H -0.918 -0.978 2.640
H -0.844 -2.593 3.330
H 1.373 -2.996 0.470
H 1.065 -3.448 2.143
H 1.292 -1.757 1.713
H -3.573 -0.860 -2.368
H -2.681 0.607 -1.899
H -4.378 0.404 -1.453
H -4.076 -2.644 -0.545
H -5.053 -1.354 0.145
H -3.880 -2.192 1.145
H -2.133 1.062 0.535
H -2.852 0.001 1.792
H -3.900 0.949 0.736
S -1.932 3.252 -1.016
C -0.340 3.692 -0.904
N 0.159 4.659 -1.753
C 1.459 5.027 -1.728
C 2.285 4.481 -0.788
C 1.721 3.543 0.101
N 0.472 3.144 0.026
H -0.489 5.063 -2.420
H 1.781 5.756 -2.455
H 3.322 4.755 -0.720
H 2.318 3.105 0.889
*
```


Number 1: total energy -9879.3958 eV. Number 2: total energy -25751.3081 eV. Number 3: total energy -64408.9006 eV.